Computed, not measured: the molecule C4H11N3O at a distorted geometry, with ωB97M-V with the def2-TZVPD basis set.

**Calculated total energy**: -398.4095 Ha
**Structure (SMILES)**: CC(=O)N(N)[C@H](C)N

Atoms and positions in Å:
1 C 1.962 0.594 0.743
2 C 0.929 -0.387 0.233
3 N -0.212 -0.054 -1.927
4 N 1.448 -1.539 -0.342
5 N -0.125 0.220 -0.543
6 H -0.362 -1.064 -2.057
7 H -0.983 0.378 -2.425
8 H 2.126 -2.048 0.208
9 H 0.751 -2.077 -0.847
10 H 2.663 0.107 1.426
11 H 2.532 0.994 -0.102
12 H 1.481 1.423 1.263
13 C -2.142 1.121 0.567
14 C -1.282 -0.108 0.345
15 O -1.776 -1.241 0.397
16 H 0.090 -0.571 1.220
17 H -1.547 2.027 0.695
18 H -2.765 0.970 1.450
19 H -2.787 1.253 -0.305

Atom charges from the natural (NBO) analysis, given in e for atoms 1 to 8:
1 C -0.62
2 C 0.22
3 N -0.64
4 N -0.83
5 N -0.40
6 H 0.32
7 H 0.37
8 H 0.39

---

Computed, not measured: a cluster of 2 separate species, C4H11N3O in total at a distorted geometry, with ωB97M-V with the def2-TZVPD basis set.

**Calculated total energy**: -398.3479 Ha

Atoms and positions in Å:
1 C 1.501 0.317 0.280
2 C 1.393 0.483 -1.146
3 N 1.746 -0.948 0.895
4 O 2.072 1.401 0.949
5 H 2.358 1.076 1.812
6 H 0.091 0.547 0.586
7 H 2.164 -1.632 0.277
8 H 0.906 -1.344 1.304
9 H 1.855 1.384 -1.542
10 H 1.636 -0.402 -1.729
11 H 0.200 0.661 -1.388
12 C -1.358 0.857 -0.869
13 C -2.576 -1.242 0.685
14 N -1.111 0.499 0.409
15 N -1.409 -0.767 0.853
16 H -1.833 0.148 -1.540
17 H -3.381 -0.704 0.182
18 H -1.493 1.914 -1.059
19 H -2.760 -2.247 1.042

Atom charges from the natural (NBO) analysis, given in e for atoms 1 to 8:
1 C 0.29
2 C -0.63
3 N -0.87
4 O -0.70
5 H 0.49
6 H 0.28
7 H 0.37
8 H 0.40

---

Computed, not measured: a cluster of 2 separate species, C4H11N3O in total, with ωB97M-V with the def2-TZVPD basis set.

**Calculated total energy**: -398.5214 Ha
**Structure (SMILES)**: NC(N)=O.C=CCN

Atoms and positions in Å:
1 N -0.945 -2.016 -0.017
2 C -2.187 -1.454 0.152
3 N -3.239 -2.360 0.278
4 O -2.352 -0.252 0.193
5 H -0.781 -2.963 0.277
6 H -0.196 -1.360 0.128
7 H -4.107 -1.871 0.115
8 H -3.143 -3.196 -0.282
9 N 0.446 1.291 1.278
10 C 1.060 0.893 0.006
11 C 3.112 1.908 -0.974
12 C 1.847 2.016 -0.601
13 H 0.350 0.491 1.893
14 H -0.509 1.590 1.107
15 H 0.315 0.554 -0.720
16 H 1.746 0.057 0.169
17 H 3.626 2.743 -1.433
18 H 3.622 0.966 -0.825
19 H 1.335 2.963 -0.745

Atom charges from the natural (NBO) analysis, given in e for atoms 1 to 8:
1 N -0.85
2 C 0.78
3 N -0.85
4 O -0.65
5 H 0.39
6 H 0.40
7 H 0.40
8 H 0.38

---

Computed, not measured: the molecule C4H11N3O at a distorted geometry, with ωB97M-V with the def2-TZVPD basis set.

**Calculated total energy**: -398.4169 Ha
**Structure (SMILES)**: CC[C@H](C)N(N)N=O

Atoms and positions in Å:
1 C 0.059 -0.185 -0.611
2 C -1.162 0.480 0.031
3 C -0.248 -1.599 -1.099
4 C -0.866 1.902 0.496
5 N 1.198 -0.202 0.315
6 N 1.161 -0.956 1.481
7 N 2.314 0.437 0.129
8 O 2.422 1.110 -0.891
9 H 0.412 0.430 -1.448
10 H 0.308 -0.776 2.001
11 H 1.239 -1.951 1.284
12 H -1.515 -0.122 0.874
13 H -1.962 0.497 -0.712
14 H 0.651 -2.070 -1.490
15 H -0.651 -2.214 -0.295
16 H -0.986 -1.558 -1.895
17 H -0.514 2.506 -0.337
18 H -1.763 2.361 0.902
19 H -0.097 1.909 1.266

Atom charges from the natural (NBO) analysis, given in e for atoms 1 to 8:
1 C -0.10
2 C -0.40
3 C -0.62
4 C -0.61
5 N -0.09
6 N -0.63
7 N 0.24
8 O -0.44